Entry 1:
C5H12O2 | wB97M-V/def2-TZVPD

Properties
* relative energy (zero: lowest compared OMol25 entry of this formula, charge and spin): 30.7 kcal per mole
* frontier orbital gap: 10.46 eV
* total charge: 0
* LUMO: 0.85 eV

Each line ends with the natural charge from an NBO analysis.
Element x y z (Å)
O1 2.099 -1.051 1.482  -0.52
H1 -0.793 1.819 -0.955  0.20
H2 -0.174 -0.284 1.233  0.22
H3 -3.150 -2.635 -4.012  0.47
H4 1.684 1.306 -0.462  0.22
C1 0.287 1.790 1.815  -0.61
C2 1.181 0.377 -0.160  -0.50
H5 -0.092 2.725 1.378  0.20
H6 0.763 -0.112 -1.051  0.23
H7 1.306 1.966 2.143  0.22
H8 -1.928 1.658 0.308  0.21
C3 2.233 -0.587 0.386  0.45
H9 -4.272 -2.352 -3.034  0.47
O2 -3.345 -2.165 -3.197  -0.94
H10 -0.417 1.639 2.638  0.22
C4 0.020 0.696 0.790  -0.24
C5 -1.098 1.121 -0.170  -0.61
H11 3.066 -0.622 -0.353  0.11
H12 -1.524 0.263 -0.693  0.21



Entry 2:
C5H12O2 | wB97M-V/def2-TZVPD

Properties
* relative energy (zero: lowest compared OMol25 entry of this formula, charge and spin): 47.8 kcal per mole
* frontier orbital gap: 8.70 eV
* total charge: 0
* LUMO: 0.63 eV

Each line ends with the natural charge from an NBO analysis.
Element x y z (Å)
H1 -0.010 -1.420 -0.521  0.23
H2 2.843 -1.840 1.378  0.21
C1 0.520 0.349 0.574  0.31
H3 -3.219 0.946 0.262  0.48
H4 -1.955 -0.798 0.989  0.17
H5 -0.598 2.160 -2.763  -0.01
H6 -2.379 -1.081 -0.719  0.17
H7 1.908 -1.914 -0.119  0.20
H8 -0.275 0.078 -1.404  0.23
C2 -1.832 -0.418 -0.035  -0.06
H9 -1.114 2.015 -2.247  0.00
C3 2.500 -1.250 0.520  -0.63
H10 2.245 0.632 1.660  0.21
H11 3.394 -0.970 -0.052  0.21
H12 -0.882 1.645 0.700  0.50
O1 0.009 1.516 1.068  -0.70
C4 1.739 -0.035 0.964  -0.29
O2 -2.344 0.914 -0.143  -0.75
C5 -0.356 -0.388 -0.414  -0.49



Entry 3:
C5H12O2 | wB97M-V/def2-TZVPD

Properties
* relative energy (zero: lowest compared OMol25 entry of this formula, charge and spin): 72.6 kcal per mole
* frontier orbital gap: 9.29 eV
* total charge: 0
* LUMO: 0.77 eV

Each line ends with the natural charge from an NBO analysis.
Element x y z (Å)
H1 2.633 -0.614 1.221  0.22
H2 0.210 -0.182 1.908  0.20
H3 -2.662 -0.488 -2.062  0.20
H4 2.718 1.036 0.588  0.20
H5 -1.231 1.840 -0.701  -0.10
C1 2.217 0.394 1.323  -0.61
H6 0.441 -2.042 0.436  0.46
H7 2.474 0.768 2.320  0.21
H8 -1.385 1.348 -1.307  0.05
H9 -2.832 -0.545 0.218  0.49
C2 -1.598 -0.459 -1.844  -0.59
C3 -1.143 -0.347 -0.590  0.39
O1 0.805 -1.585 -0.335  -0.70
H10 0.844 0.310 -1.044  0.19
H11 -0.895 -0.627 -2.647  0.23
C4 0.334 -0.248 -0.247  0.03
O2 -1.930 -0.343 0.505  -0.68
H12 0.300 1.402 1.155  0.22
C5 0.701 0.383 1.104  -0.42



Entry 4:
C5H12O2 | wB97M-V/def2-TZVPD

Properties
* relative energy (zero: lowest compared OMol25 entry of this formula, charge and spin): 55.3 kcal per mole
* frontier orbital gap: 9.14 eV
* total charge: 0
* LUMO: 0.27 eV

Each line ends with the natural charge from an NBO analysis.
Element x y z (Å)
H1 -3.887 0.006 0.450  0.46
O1 -1.277 1.046 -1.506  -0.98
H2 3.569 -0.331 -1.424  0.21
H3 0.943 1.264 2.084  0.22
C1 0.679 -0.170 0.635  -0.11
H4 -1.318 0.725 -2.484  0.49
H5 2.064 -1.194 -1.733  0.18
C2 0.017 -1.308 0.302  -0.35
C3 0.090 0.788 1.590  -0.64
H6 -2.570 0.238 -0.259  0.49
H7 -0.512 0.227 2.343  0.23
C4 2.502 -0.398 -1.109  -0.36
H8 -0.496 0.618 -1.048  0.50
H9 0.506 -2.130 -0.231  0.20
C5 1.908 0.146 -0.003  -0.23
H10 -0.982 -1.603 0.728  0.23
H11 -0.597 1.605 1.249  0.23
O2 -3.204 -0.496 -0.001  -0.97
H12 2.567 0.968 0.417  0.21



Entry 5:
C5H12O2 | wB97M-V/def2-TZVPD

Properties
* relative energy (zero: lowest compared OMol25 entry of this formula, charge and spin): 18.5 kcal per mole
* frontier orbital gap: 10.91 eV
* total charge: 0
* LUMO: 0.80 eV

Each line ends with the natural charge from an NBO analysis.
Element x y z (Å)
O1 0.268 0.050 -1.730  -0.74
H1 -1.386 -2.614 -0.476  0.22
H2 0.598 2.073 2.461  0.21
H3 -2.110 -1.120 -1.100  0.23
H4 -0.535 -0.930 1.310  0.18
C1 1.089 0.504 1.009  -0.43
C2 0.867 1.971 1.405  -0.61
H5 1.522 -0.055 1.851  0.20
H6 0.053 2.437 0.840  0.22
H7 -1.102 1.111 -0.482  0.48
H8 0.136 -0.313 -2.614  0.48
C3 -1.234 -1.771 -1.158  -0.64
O2 -1.298 0.660 0.354  -0.72
C4 -0.207 -0.219 0.544  0.08
H9 1.773 2.554 1.218  0.21
H10 1.834 0.450 0.205  0.21
C5 0.004 -0.978 -0.773  0.08
H11 0.879 -1.640 -0.687  0.16
H12 -1.152 -2.173 -2.175  0.20



Entry 6:
C5H12O2 | wB97M-V/def2-TZVPD

Properties
* relative energy (zero: lowest compared OMol25 entry of this formula, charge and spin): 68.1 kcal per mole
* frontier orbital gap: 10.54 eV
* total charge: 0
* LUMO: 0.93 eV

Each line ends with the natural charge from an NBO analysis.
Element x y z (Å)
C1 0.946 -1.158 1.801  -0.06
H1 1.440 0.517 0.573  0.20
H2 -2.000 2.113 -1.808  0.21
H3 -1.122 0.325 0.539  0.16
H4 0.058 -2.784 2.439  0.47
H5 -0.246 2.274 -0.037  0.20
H6 -1.099 0.127 -1.795  0.47
C2 0.934 -0.453 0.445  -0.45
H7 1.524 -1.034 -0.273  0.22
H8 -0.680 1.641 -3.021  0.21
H9 -0.889 -1.401 0.410  0.22
O1 -0.955 -0.708 -1.320  -0.73
H10 0.987 1.609 -1.235  0.20
C3 -0.031 1.935 -1.045  -0.34
H11 0.324 -0.576 2.503  0.15
H12 1.958 -1.214 2.223  0.17
O2 0.420 -2.461 1.610  -0.73
C4 -0.557 -0.462 0.009  -0.11
C5 -0.956 1.886 -2.000  -0.48



Entry 7:
C5H12O2 | wB97M-V/def2-TZVPD

Properties
* relative energy (zero: lowest compared OMol25 entry of this formula, charge and spin): 69.4 kcal per mole
* frontier orbital gap: 9.62 eV
* total charge: 0
* LUMO: 0.73 eV

Each line ends with the natural charge from an NBO analysis.
Element x y z (Å)
H1 0.688 2.301 -0.052  0.21
H2 0.441 -2.010 0.301  0.21
C1 1.111 1.395 0.392  -0.61
H3 -0.151 -0.904 -1.899  0.20
H4 -0.059 0.859 -2.076  0.21
O1 -2.238 0.972 0.476  -0.71
H5 2.009 -1.223 0.330  0.21
H6 -2.783 -0.951 -0.608  0.50
H7 1.066 1.502 1.479  0.21
C2 0.957 -1.097 0.607  -0.62
H8 -1.462 -0.466 1.801  0.16
H9 1.420 -0.084 -1.953  0.20
O2 -2.245 -1.290 0.129  -0.66
H10 -0.778 0.745 0.136  0.37
H11 0.916 -1.017 1.697  0.20
C3 -1.811 -0.202 0.797  0.65
C4 0.391 -0.008 -1.584  -0.62
C5 0.363 0.133 -0.067  -0.33
H12 2.164 1.344 0.095  0.20



Entry 8:
C5H12O2 | wB97M-V/def2-TZVPD

Properties
* relative energy (zero: lowest compared OMol25 entry of this formula, charge and spin): 42.3 kcal per mole
* frontier orbital gap: 9.98 eV
* total charge: 0
* LUMO: 0.69 eV

Each line ends with the natural charge from an NBO analysis.
Element x y z (Å)
H1 3.266 -1.507 -0.020  0.21
H2 -1.613 2.913 -1.551  0.18
H3 0.385 1.774 -1.994  0.20
H4 0.015 0.022 0.492  0.19
H5 1.593 -1.936 0.404  0.20
C1 1.793 -0.071 -0.726  -0.45
H6 -2.590 -2.786 3.148  0.47
H7 2.407 -0.641 1.260  0.20
C2 -0.115 1.462 -1.082  -0.20
H8 -2.221 0.585 -0.183  0.47
O1 -2.542 1.460 -0.456  -0.71
O2 -2.721 -2.542 2.221  -0.94
H9 2.509 0.748 -0.867  0.21
H10 1.913 -0.566 -1.703  0.21
C3 2.299 -1.116 0.284  -0.60
H11 -1.090 2.768 0.175  0.17
C4 0.460 0.486 -0.383  -0.19
C5 -1.384 2.227 -0.743  -0.10
H12 -2.363 -3.281 1.724  0.47



Entry 9:
C5H12O2 | wB97M-V/def2-TZVPD

Properties
* relative energy (zero: lowest compared OMol25 entry of this formula, charge and spin): 18.2 kcal per mole
* frontier orbital gap: 10.89 eV
* total charge: 0
* LUMO: 0.87 eV

Each line ends with the natural charge from an NBO analysis.
Element x y z (Å)
O1 2.731 1.048 -0.531  -0.73
H1 2.723 1.486 -1.395  0.47
O2 0.853 -1.048 0.601  -0.73
H2 -2.736 -2.403 -0.289  0.21
C1 -1.352 -0.728 -0.365  -0.41
H3 -0.447 1.948 -0.189  0.22
H4 -1.179 -2.692 0.516  0.22
H5 1.559 -0.850 -0.030  0.48
C2 -1.955 -1.945 0.327  -0.61
H6 1.764 2.732 0.226  0.17
C3 1.681 1.636 0.238  -0.08
H7 -2.404 -1.675 1.291  0.20
C4 0.315 1.165 -0.271  -0.46
H8 -0.975 -1.012 -1.357  0.20
H9 0.437 0.962 -1.348  0.20
C5 -0.192 -0.107 0.414  0.11
H10 -2.125 0.038 -0.525  0.20
H11 1.852 1.298 1.264  0.19
H12 -0.549 0.150 1.424  0.16



Entry 10:
C5H12O2 | wB97M-V/def2-TZVPD

Properties
* relative energy (zero: lowest compared OMol25 entry of this formula, charge and spin): 81.5 kcal per mole
* frontier orbital gap: 9.89 eV
* total charge: 0
* LUMO: 0.80 eV

Each line ends with the natural charge from an NBO analysis.
Element x y z (Å)
O1 0.731 0.926 -0.149  -0.71
H1 1.413 0.252 -0.312  0.46
H2 -0.591 1.483 2.477  0.20
C1 -0.442 0.154 0.119  0.04
H3 -1.078 -0.956 1.883  0.20
C2 -0.609 -0.729 -1.093  0.12
H4 -0.528 1.183 -2.544  0.21
C3 -0.202 -0.424 1.505  -0.42
C4 0.194 0.717 2.449  -0.60
H5 1.105 1.215 2.103  0.22
H6 0.559 -0.201 -3.056  0.18
H7 1.160 1.188 -2.188  0.23
H8 0.610 -1.158 1.425  0.21
H9 -1.695 -0.965 -1.299  0.17
C5 0.272 0.488 -2.288  -0.62
H10 -1.293 0.848 0.120  0.18
H11 0.197 -2.417 -1.697  0.48
H12 0.359 0.356 3.467  0.20
O2 0.023 -1.980 -0.856  -0.74



Entry 11:
C5H12O2 | wB97M-V/def2-TZVPD

Properties
* relative energy (zero: lowest compared OMol25 entry of this formula, charge and spin): 11.8 kcal per mole
* frontier orbital gap: 10.88 eV
* total charge: 0
* LUMO: 0.81 eV

Each line ends with the natural charge from an NBO analysis.
Element x y z (Å)
C1 -0.136 0.252 0.486  0.09
H1 -0.766 -1.997 2.085  0.20
H2 -1.228 0.234 0.675  0.15
C2 0.390 -1.180 0.431  -0.41
H3 0.799 -1.317 2.549  0.23
C3 -0.713 0.507 -1.993  -0.64
H4 0.359 1.855 1.410  0.49
O1 0.536 0.911 1.540  -0.73
H5 1.188 0.944 -1.038  0.16
H6 0.162 2.925 -1.223  0.48
C4 0.280 -1.890 1.778  -0.61
H7 1.443 -1.146 0.121  0.20
H8 -1.778 0.586 -1.751  0.22
H9 -0.516 1.101 -2.894  0.21
H10 -0.483 -0.539 -2.220  0.22
O2 -0.217 2.375 -0.527  -0.74
H11 0.723 -2.891 1.726  0.21
H12 -0.155 -1.746 -0.334  0.20
C5 0.112 1.017 -0.820  0.08



Entry 12:
C5H12O2 | wB97M-V/def2-TZVPD

Properties
* relative energy (zero: lowest compared OMol25 entry of this formula, charge and spin): 15.7 kcal per mole
* frontier orbital gap: 10.56 eV
* total charge: 0
* LUMO: 0.75 eV

Each line ends with the natural charge from an NBO analysis.
Element x y z (Å)
H1 -0.682 1.044 -1.464  0.22
H2 0.043 -0.278 1.192  0.14
H3 1.293 3.387 0.275  0.48
C1 0.136 -0.223 0.089  0.11
H4 -1.061 3.055 0.040  0.17
O1 0.959 2.643 -0.240  -0.74
H5 -0.156 -3.696 -0.094  0.21
H6 1.687 0.889 -0.247  0.49
C2 0.135 -2.738 0.348  -0.60
H7 1.226 -2.722 0.450  0.22
H8 -1.771 0.751 -0.099  0.22
H9 -1.426 -1.558 -0.589  0.19
H10 -0.296 -2.688 1.356  0.20
C3 -0.728 0.953 -0.371  -0.45
O2 1.496 -0.062 -0.266  -0.74
H11 -0.281 2.152 1.360  0.16
C4 -0.322 2.272 0.266  -0.06
C5 -0.332 -1.555 -0.495  -0.41
H12 0.080 -1.624 -1.509  0.21